Arrangement 1

The following is a DFT calculation (the ωB97M-V functional and the def2-TZVPD basis) of C73H56AsCl5F10N4P3Sn as an isolated structure.

The calculation puts the gap between HOMO and LUMO at 0.2347 hartree. For the HOMO energy, the calculation gives -4.418 eV. The total charge is -1. Its lowest unoccupied orbital energy is 2.0 eV.

```
153
Properties=species:S:1:pos:R:3:lowdin_charge:R:1
Sn -0.2612 -1.2193 -0.1306 1.270
C 2.0792 0.6817 1.4965 -0.099
N 1.6642 -0.7234 1.5433 -0.297
C 2.8225 -1.5924 1.2888 -0.181
C 2.5316 -2.9826 0.7294 -0.250
N 1.6305 -2.8982 -0.4086 -0.091
C 1.4407 -3.9970 -1.1646 -0.234
C 0.7638 -3.8695 -2.4083 -0.227
F 0.4513 -2.6204 -2.8178 -0.008
C 0.4357 -4.9095 -3.2422 -0.176
F -0.1999 -4.6648 -4.3940 0.104
C 0.7914 -6.2048 -2.9130 -0.165
F 0.4556 -7.2406 -3.7008 0.090
C 1.5193 -6.3908 -1.7576 -0.162
F 1.9121 -7.6286 -1.4281 0.102
C 1.8589 -5.3340 -0.9327 -0.134
F 2.6143 -5.6479 0.1455 0.064
C 0.9912 -0.9689 2.8173 -0.214
C 0.2142 -2.2645 2.8599 -0.245
N -0.8871 -2.2276 1.9007 -0.110
C -1.7974 -3.2516 2.0095 -0.214
C -3.1709 -3.0351 1.7751 -0.190
F -3.6002 -1.7881 1.5383 0.063
C -4.1409 -4.0093 1.8498 -0.156
F -5.4195 -3.6884 1.6217 0.112
C -3.8115 -5.3007 2.2098 -0.155
F -4.7479 -6.2505 2.3181 0.107
C -2.4902 -5.5679 2.4885 -0.152
F -2.1279 -6.8088 2.8358 0.108
C -1.5262 -4.5789 2.4007 -0.134
F -0.2640 -4.9764 2.6599 0.081
H 2.7971 0.9180 2.2961 0.101
H 1.2053 1.3269 1.6101 0.031
H 2.5369 0.9036 0.5374 0.044
H 3.4281 -1.6964 2.2037 0.128
H 3.4265 -1.0778 0.5387 0.098
H 2.1631 -3.6601 1.5045 0.091
H 3.5095 -3.3782 0.4220 0.117
H 0.2715 -0.1569 2.9575 0.084
H 1.7121 -0.9466 3.6502 0.128
H -0.1964 -2.3448 3.8772 0.130
H 0.8913 -3.1052 2.7322 0.081
Cl -2.3393 -3.2459 -1.4697 0.713
C -3.3078 -1.7804 -1.4426 -0.699
C -2.7486 -0.6495 -0.8615 -0.331
C -3.5948 0.4418 -0.8225 -0.704
Cl -2.9762 1.9443 -0.1712 0.663
C -4.9008 0.4412 -1.3172 -0.712
Cl -5.8931 1.8589 -1.2474 0.644
C -5.3941 -0.7095 -1.9208 -0.717
Cl -6.9681 -0.7239 -2.6275 0.651
C -4.5877 -1.8442 -1.9790 -0.711
Cl -5.1822 -3.2921 -2.7106 0.660
N 1.3175 1.5578 -2.7223 -0.417
P 2.3418 0.2916 -2.1914 0.954
C 2.9018 -0.5169 -3.7396 -0.367
C 3.2115 -1.8728 -3.6502 -0.109
C 3.6536 -2.5712 -4.7667 -0.072
C 3.7835 -1.9188 -5.9845 -0.090
C 3.4742 -0.5670 -6.0820 -0.089
C 3.0367 0.1306 -4.9659 -0.089
C 3.8908 1.2319 -1.8223 -0.366
C 5.0772 0.5221 -1.6220 -0.106
C 6.2250 1.1697 -1.1911 -0.094
C 6.2023 2.5373 -0.9438 -0.105
C 5.0255 3.2481 -1.1314 -0.093
C 3.8737 2.5991 -1.5613 -0.102
P -0.2402 1.7277 -1.9636 0.909
C -0.3617 3.5637 -2.1012 -0.372
C -0.2532 4.2931 -0.9184 -0.119
C -0.3265 5.6803 -0.9299 -0.086
C -0.5033 6.3509 -2.1322 -0.094
C -0.5941 5.6344 -3.3191 -0.086
C -0.5215 4.2468 -3.3053 -0.097
C -1.3219 1.1621 -3.3369 -0.373
C -2.5508 1.7433 -3.6506 -0.119
C -3.3886 1.1513 -4.5842 -0.080
C -3.0167 -0.0280 -5.2178 -0.083
C -1.7883 -0.6053 -4.9309 -0.067
C -0.9508 -0.0135 -3.9949 -0.101
H 1.3043 1.7327 -3.7205 0.041
H 3.0869 -2.3833 -2.6985 0.088
H 3.8769 -3.6288 -4.6910 0.106
H 4.1161 -2.4618 -6.8611 0.099
H 3.5712 -0.0552 -7.0325 0.099
H 2.8210 1.1902 -5.0569 0.099
H 5.0975 -0.5473 -1.8095 0.100
H 7.1391 0.6076 -1.0387 0.099
H 7.0975 3.0434 -0.6040 0.095
H 5.0008 4.3137 -0.9328 0.098
H 2.9508 3.1536 -1.6904 0.085
H -0.1254 3.7570 0.0188 0.062
H -0.2551 6.2367 -0.0012 0.083
H -0.5705 7.4325 -2.1480 0.096
H -0.7282 6.1555 -4.2599 0.099
H -0.6038 3.6918 -4.2321 0.104
H -2.8621 2.6574 -3.1573 0.098
H -4.3496 1.6024 -4.8058 0.106
H -3.6831 -0.4963 -5.9325 0.102
H -1.4799 -1.5230 -5.4177 0.108
H -0.0029 -0.4803 -3.7633 0.068
C -1.8025 4.1179 3.0841 -0.408
C -3.1271 4.2968 2.3547 -0.449
As -4.1810 5.8879 2.9246 1.293
C -2.6326 7.0944 3.0655 -0.416
C -1.8077 7.2244 4.1808 -0.118
C -0.6057 7.9148 4.0953 -0.085
C -0.2169 8.4961 2.8953 -0.096
C -1.0511 8.4115 1.7892 -0.106
C -2.2492 7.7144 1.8774 -0.143
C -4.4448 5.4446 4.8099 -0.426
C -4.5795 6.4744 5.7420 -0.146
C -4.8042 6.1971 7.0815 -0.094
C -4.9295 4.8800 7.5075 -0.095
C -4.8450 3.8507 6.5818 -0.085
C -4.6006 4.1310 5.2431 -0.111
P -0.9402 2.5044 2.7080 1.064
C -1.8668 1.4227 3.8651 -0.380
C -1.9428 1.6012 5.2471 -0.115
C -2.7638 0.7867 6.0119 -0.100
C -3.5545 -0.1834 5.4043 -0.079
C -3.4958 -0.3631 4.0307 -0.060
C -2.6402 0.4252 3.2683 -0.100
C 0.6208 2.8913 3.6139 -0.384
C 1.1624 2.1043 4.6287 -0.113
C 2.3955 2.4167 5.1890 -0.087
C 3.1170 3.5104 4.7350 -0.099
C 2.6070 4.2818 3.6978 -0.086
C 1.3761 3.9695 3.1421 -0.111
H -1.9403 4.1762 4.1662 0.070
H -1.1106 4.9082 2.8004 0.051
H -3.7683 3.4196 2.4716 0.042
H -2.9625 4.4164 1.2817 0.030
H -2.0886 6.7648 5.1189 0.093
H 0.0398 7.9779 4.9629 0.102
H 0.7345 9.0092 2.8230 0.099
H -0.7622 8.8812 0.8564 0.099
H -2.8914 7.6344 1.0063 0.092
H -4.5057 7.5050 5.4127 0.099
H -4.8866 7.0084 7.7949 0.099
H -5.0965 4.6601 8.5548 0.098
H -4.9667 2.8221 6.8979 0.098
H -4.5310 3.3086 4.5390 0.095
H -1.3654 2.3768 5.7382 0.107
H -2.7934 0.9130 7.0882 0.100
H -4.2171 -0.7961 6.0044 0.101
H -4.1110 -1.1099 3.5447 0.099
H -2.5672 0.2676 2.1981 0.063
H 0.6257 1.2307 4.9772 0.093
H 2.7994 1.7975 5.9812 0.102
H 4.0777 3.7500 5.1732 0.097
H 3.1752 5.1212 3.3148 0.100
H 1.0044 4.5703 2.3170 0.092
```

=====

Arrangement 2

The following is a DFT calculation (the ωB97M-V functional and the def2-TZVPD basis) of C73H56AsCl5F10N4P3Sn as an isolated structure.

The calculation puts the gap between HOMO and LUMO at 0.2345 hartree. For the HOMO energy, the calculation gives -4.424 eV. The total charge is -1. Its lowest unoccupied orbital energy is 2.0 eV.

```
153
Properties=species:S:1:pos:R:3:lowdin_charge:R:1
Sn -2.0785 1.2577 0.4052 1.268
C -1.7264 -1.9712 -0.6068 -0.108
N -2.6860 -1.2364 0.2250 -0.305
C -4.0445 -1.3980 -0.3178 -0.183
C -5.0490 -0.3002 0.0162 -0.249
N -4.4745 1.0070 -0.2650 -0.102
C -5.2891 2.0851 -0.2669 -0.235
C -4.8065 3.3024 -0.8157 -0.230
F -3.5734 3.2990 -1.3719 -0.006
C -5.5035 4.4862 -0.8476 -0.173
F -4.9431 5.5769 -1.3862 0.105
C -6.7920 4.5505 -0.3495 -0.163
F -7.4836 5.7037 -0.3510 0.092
C -7.3404 3.3894 0.1472 -0.158
F -8.5932 3.4123 0.6276 0.101
C -6.6309 2.2009 0.1697 -0.132
F -7.2940 1.1327 0.6725 0.066
C -2.5281 -1.6614 1.6191 -0.209
C -3.2058 -0.7354 2.5998 -0.249
N -2.5852 0.5876 2.5434 -0.125
C -2.9561 1.4534 3.5524 -0.222
C -2.0156 2.3094 4.1541 -0.185
F -0.7240 2.2236 3.7961 0.082
C -2.3140 3.2149 5.1493 -0.155
F -1.3429 3.9800 5.6630 0.112
C -3.5965 3.3054 5.6519 -0.153
F -3.8969 4.1702 6.6289 0.108
C -4.5528 2.4667 5.1261 -0.149
F -5.8125 2.5356 5.5775 0.108
C -4.2384 1.5733 4.1157 -0.138
F -5.2731 0.8590 3.6294 0.085
H -1.9101 -3.0548 -0.5716 0.097
H -0.7119 -1.7792 -0.2555 0.035
H -1.7983 -1.6378 -1.6400 0.034
H -4.4569 -2.3727 -0.0116 0.127
H -3.9358 -1.4080 -1.4044 0.098
H -5.4213 -0.3936 1.0395 0.088
H -5.9125 -0.5029 -0.6330 0.118
H -1.4553 -1.6500 1.8384 0.096
H -2.8965 -2.6903 1.7577 0.128
H -3.0523 -1.1728 3.5975 0.129
H -4.2789 -0.7363 2.4286 0.080
Cl -2.6767 4.2165 1.5051 0.705
C -0.9054 4.2156 1.5568 -0.686
C -0.2486 3.0521 1.1998 -0.320
C 1.1224 3.1137 1.3127 -0.690
Cl 2.0793 1.7220 0.7902 0.648
C 1.8217 4.2410 1.7518 -0.712
Cl 3.5541 4.2566 1.8464 0.641
C 1.1109 5.3934 2.0753 -0.717
Cl 1.9412 6.8325 2.5501 0.648
C -0.2798 5.3835 1.9773 -0.711
Cl -1.1874 6.8021 2.3733 0.656
N -0.5691 1.1595 -3.4838 -0.415
P -2.1393 0.5203 -3.2386 0.958
C -3.2529 1.6626 -4.1356 -0.367
C -4.5298 1.8220 -3.6011 -0.114
C -5.4531 2.6601 -4.2154 -0.071
C -5.0998 3.3550 -5.3633 -0.086
C -3.8256 3.2046 -5.9010 -0.088
C -2.9090 2.3605 -5.2920 -0.090
C -2.1543 -0.8878 -4.4349 -0.358
C -3.3679 -1.5100 -4.7387 -0.104
C -3.4015 -2.6565 -5.5175 -0.095
C -2.2185 -3.2063 -5.9996 -0.106
C -1.0080 -2.5995 -5.6970 -0.095
C -0.9749 -1.4495 -4.9147 -0.098
P 0.4327 1.4458 -2.0907 0.914
C 2.0477 0.9398 -2.8174 -0.373
C 2.6092 -0.2372 -2.3276 -0.121
C 3.8078 -0.7213 -2.8375 -0.088
C 4.4578 -0.0241 -3.8467 -0.094
C 3.9048 1.1480 -4.3473 -0.087
C 2.7072 1.6280 -3.8344 -0.096
C 0.5471 3.2781 -2.0795 -0.375
C 1.7027 3.9643 -1.7033 -0.128
C 1.6745 5.3364 -1.5015 -0.084
C 0.4919 6.0470 -1.6682 -0.082
C -0.6627 5.3802 -2.0527 -0.069
C -0.6336 4.0058 -2.2563 -0.101
H -0.4477 1.8333 -4.2317 0.046
H -4.7873 1.3008 -2.6826 0.082
H -6.4384 2.7872 -3.7827 0.107
H -5.8116 4.0204 -5.8373 0.099
H -3.5469 3.7461 -6.7974 0.098
H -1.9278 2.2378 -5.7396 0.099
H -4.2956 -1.0871 -4.3644 0.100
H -4.3507 -3.1268 -5.7464 0.098
H -2.2428 -4.1032 -6.6059 0.094
H -0.0819 -3.0245 -6.0671 0.097
H -0.0274 -0.9811 -4.6722 0.085
H 2.0996 -0.7672 -1.5273 0.052
H 4.2386 -1.6336 -2.4402 0.087
H 5.3972 -0.3889 -4.2425 0.094
H 4.4106 1.6932 -5.1357 0.099
H 2.2860 2.5479 -4.2232 0.105
H 2.6262 3.4204 -1.5372 0.092
H 2.5758 5.8507 -1.1877 0.105
H 0.4693 7.1150 -1.4871 0.104
H -1.5954 5.9175 -2.1758 0.108
H -1.5503 3.4969 -2.5289 0.073
C 3.5306 -2.1885 1.1779 -0.410
C 4.2652 -0.8960 1.5009 -0.457
As 6.1946 -1.0841 1.9122 1.297
C 6.6242 -2.3862 0.5060 -0.413
C 6.4394 -3.7645 0.5975 -0.116
C 6.6003 -4.5755 -0.5187 -0.086
C 6.9552 -4.0211 -1.7419 -0.098
C 7.1670 -2.6531 -1.8388 -0.103
C 7.0017 -1.8434 -0.7211 -0.140
C 6.0320 -2.2777 3.4462 -0.424
C 7.0984 -3.1119 3.7830 -0.142
C 7.0352 -3.9270 4.9036 -0.094
C 5.9070 -3.9063 5.7163 -0.092
C 4.8529 -3.0598 5.4053 -0.082
C 4.9149 -2.2501 4.2770 -0.108
P 1.6815 -1.9680 1.1124 1.064
C 1.3596 -2.0550 2.9161 -0.386
C 1.7184 -3.1397 3.7201 -0.122
C 1.5393 -3.0892 5.0932 -0.112
C 1.0280 -1.9406 5.6886 -0.083
C 0.6782 -0.8518 4.9052 -0.063
C 0.8308 -0.9129 3.5214 -0.096
C 1.2536 -3.6570 0.5067 -0.377
C 0.3646 -4.5198 1.1458 -0.107
C 0.0046 -5.7314 0.5665 -0.089
C 0.5172 -6.0985 -0.6685 -0.098
C 1.3817 -5.2358 -1.3323 -0.085
C 1.7367 -4.0269 -0.7529 -0.105
H 3.7429 -2.9621 1.9205 0.065
H 3.8494 -2.5749 0.2100 0.056
H 3.8186 -0.3910 2.3608 0.041
H 4.2051 -0.1914 0.6693 0.029
H 6.1495 -4.2122 1.5392 0.095
H 6.4310 -5.6422 -0.4352 0.101
H 7.0629 -4.6527 -2.6154 0.098
H 7.4615 -2.2167 -2.7852 0.098
H 7.1636 -0.7740 -0.8050 0.091
H 7.9888 -3.1224 3.1643 0.099
H 7.8673 -4.5774 5.1451 0.098
H 5.8520 -4.5478 6.5870 0.098
H 3.9733 -3.0262 6.0370 0.087
H 4.0738 -1.6045 4.0493 0.089
H 2.1491 -4.0307 3.2762 0.111
H 1.8029 -3.9465 5.7023 0.102
H 0.9047 -1.8972 6.7644 0.102
H 0.2845 0.0463 5.3595 0.102
H 0.5280 -0.0714 2.9071 0.080
H -0.0660 -4.2401 2.0992 0.096
H -0.6858 -6.3883 1.0820 0.101
H 0.2350 -7.0423 -1.1178 0.097
H 1.7695 -5.4991 -2.3090 0.101
H 2.3915 -3.3550 -1.3003 0.087
```

=====

arrangement 2 (5.7 kcal/mol below the next structure)

=====

Arrangement 1

The following is a DFT calculation (the ωB97M-V functional and the def2-TZVPD basis) of a 8-piece molecular cluster, BrH14O7 overall.

The calculation puts the gap between HOMO and LUMO at 0.3545 hartree. For the HOMO energy, the calculation gives -6.482 eV. The total charge is -1. Its lowest unoccupied orbital energy is 3.2 eV.

```
22
Properties=species:S:1:pos:R:3:lowdin_charge:R:1
Br 0.0842 -0.1690 0.0264 0.349
O -2.9637 -1.4520 0.4190 -0.108
H -2.2322 -0.9338 0.2406 -0.162
H -3.8700 -1.1852 0.0312 0.079
O 2.2670 -1.0562 -2.2581 -0.136
H 2.1745 -0.8638 -1.2564 -0.015
H 1.3823 -0.8035 -2.4465 -0.039
O 1.6747 -2.9339 -0.1488 -0.148
H 1.1792 -3.6156 -0.5490 -0.013
H 1.1134 -2.0641 -0.2767 -0.104
O -1.1308 1.6240 -2.4806 -0.112
H -1.1039 0.9867 -1.7451 -0.101
H -1.5418 1.2011 -3.2326 0.012
O 1.9963 2.8163 -0.1590 -0.148
H 2.8209 2.7619 -0.8212 0.102
H 1.6144 1.9396 -0.0932 -0.095
O -1.4588 2.0572 2.2263 0.003
H -1.3181 1.4844 1.5304 -0.097
H -1.2529 2.8726 1.9503 -0.035
O 0.4953 -1.1674 3.1649 -0.130
H -0.2044 -0.8297 3.6305 -0.054
H 0.2743 -0.6695 2.2478 -0.048
```

=====

Arrangement 2

The following is a DFT calculation (the ωB97M-V functional and the def2-TZVPD basis) of a 8-piece molecular cluster, BrH14O7 overall.

The calculation puts the gap between HOMO and LUMO at 0.3338 hartree. For the HOMO energy, the calculation gives -6.083 eV. The total charge is -1. Its lowest unoccupied orbital energy is 3.0 eV.

```
22
Properties=species:S:1:pos:R:3:lowdin_charge:R:1
Br 0.4011 -0.1069 -0.1227 0.237
O 0.0179 -0.4347 3.3648 -0.071
H 0.3783 -1.0068 4.0423 0.030
H 0.4314 -0.7323 2.5544 -0.054
O 1.8511 1.7810 2.4515 -0.093
H 1.4702 1.6481 3.3195 0.008
H 1.2837 1.2844 1.8618 -0.101
O 0.7303 -0.0824 -3.4109 -0.105
H 0.9134 0.0444 -2.4800 -0.111
H -0.2236 -0.0362 -3.4763 0.005
O -1.9290 -2.2836 -1.6022 -0.078
H -1.6470 -2.9494 -2.2294 0.024
H -1.1153 -1.9490 -1.2252 -0.080
O -1.9081 1.7533 -1.5664 -0.100
H -1.9920 1.4157 -2.4582 0.014
H -1.0784 1.3948 -1.2511 -0.126
O -0.3432 -3.1758 0.9825 -0.099
H 0.0140 -3.1458 1.8701 0.011
H 0.0525 -2.4255 0.5390 -0.125
O 1.1599 3.1511 -0.6359 -0.094
H 1.0345 2.2326 -0.3976 -0.118
H 0.4983 3.6229 -0.1299 0.027
```

=====

arrangement 2 (31.3 kcal/mol below the next structure)